Entry 1:
Entry from OMol25: 2 unconnected molecules or ions with the total composition C3H10NO2S2 in a non-equilibrium geometry (ωB97M-V/def2-TZVPD).

Last column: natural (NBO) charge in e.
Positions of all 18 atoms, in Å:
N (0.10024, 1.34799, -0.48152)  -0.69
C (-0.09228, 0.45955, 0.72795)  -0.14
C (0.69795, 1.19818, 1.80678)  -0.03
O (1.58839, 2.02267, 1.36972)  -0.78
C (0.35768, -0.97176, 0.33722)  -0.57
S (-0.99729, -2.18740, 0.66936)  0.07
S (-0.56565, -3.02914, 2.40472)  -0.11
H (1.09280, 1.57245, -0.59944)  0.45
H (-0.23359, 0.91328, -1.35078)  0.43
H (-0.37659, 2.23893, -0.35887)  0.43
H (-1.17455, 0.46101, 0.87958)  0.20
H (0.41098, 1.01023, 2.83986)  0.13
H (0.62444, -1.10795, -0.71451)  0.21
H (1.21897, -1.23867, 0.94686)  0.26
H (0.14414, -4.13823, 2.10194)  0.11
H (-1.13223, -0.25616, -3.61952)  0.49
H (-0.76716, 1.16614, -3.84361)  0.48
O (-0.89624, 0.53889, -3.11574)  -0.96

Its energy is -1121.800001 Eh. As for the spin multiplicity: 2. The value obtained for the LUMO energy (alpha / beta) is -0.00942 / -0.00977 Eh. As for the expectation value of S²: 0.754. As for the energy above the lowest of the compared OMol25 structures with the same formula, charge and spin: 208.59 kJ/mol. The largest force on an atom is 1.6 eV/A. As for the HOMO energy (alpha / beta): -4.3262 / -7.8138 eV. The calculation puts the frontier orbital gap (alpha / beta) at 4.1 / 7.5 eV.

***

Entry 2:
Entry from OMol25: 13 unconnected molecules or ions with the total composition C52H114O18 in a non-equilibrium geometry (ωB97M-V/def2-TZVPD).

Last column: Mulliken charge in e.
Positions of all 184 atoms, in Å:
C (23.38818, 14.18421, 30.46176)  -0.22
C (23.91932, 13.48013, 31.62010)  -0.62
C (22.75066, 13.18947, 32.54789)  0.27
O (21.65540, 14.00574, 32.03942)  -0.33
C (22.18225, 14.85311, 31.01452)  -0.07
H (23.19570, 13.57521, 29.57848)  -0.04
H (24.02054, 14.97038, 30.04925)  0.52
H (24.63730, 14.14975, 32.09359)  0.45
H (24.58109, 12.67105, 31.31097)  -0.03
H (22.98296, 13.32189, 33.60458)  0.71
H (22.45395, 12.18036, 32.26194)  -0.61
H (22.25052, 15.83657, 31.47958)  0.45
H (21.43976, 14.85331, 30.21653)  -0.34
C (22.15278, 8.99481, 36.55381)  -0.83
C (22.37871, 10.05270, 35.52644)  0.04
C (21.67138, 9.49069, 34.29911)  0.56
O (20.52486, 8.82355, 34.88865)  -0.35
C (20.66790, 8.61130, 36.28382)  -0.38
H (22.18108, 9.47433, 37.53226)  0.33
H (22.81707, 8.13157, 36.51347)  0.31
H (23.43048, 10.31914, 35.42212)  0.41
H (21.95167, 10.98733, 35.89001)  -0.25
H (22.27380, 8.70624, 33.84105)  0.26
H (21.44563, 10.33583, 33.64882)  -0.56
H (20.45962, 7.59571, 36.62043)  0.30
H (19.95481, 9.31922, 36.70624)  0.20
C (27.31098, 9.28926, 31.50692)  -0.35
C (25.88135, 8.89633, 31.71766)  0.20
C (25.51577, 9.66331, 33.03776)  0.22
O (26.65041, 10.36026, 33.52279)  -0.47
C (27.49646, 10.54611, 32.34970)  -0.51
H (27.61146, 9.47174, 30.47517)  0.10
H (28.04081, 8.53758, 31.80762)  0.28
H (25.67770, 7.82823, 31.79387)  0.46
H (25.33384, 9.26827, 30.85164)  -0.47
H (25.32136, 8.85785, 33.74594)  0.15
H (24.67339, 10.35495, 33.02644)  -0.20
H (28.57027, 10.57820, 32.53408)  0.38
H (27.15615, 11.44661, 31.83843)  0.23
C (16.12191, 10.90669, 26.81378)  -0.56
C (14.80625, 10.52525, 26.31650)  -0.53
C (13.87294, 11.59985, 26.88621)  -0.69
O (14.45907, 11.89554, 28.15869)  -0.22
C (15.84393, 11.81994, 27.94986)  0.06
H (16.72916, 11.33504, 26.01637)  0.43
H (16.69915, 10.10519, 27.27475)  0.28
H (14.46804, 9.53602, 26.62498)  0.17
H (14.65901, 10.56298, 25.23715)  0.37
H (12.82797, 11.29697, 26.95252)  0.34
H (13.79268, 12.56027, 26.37706)  0.38
H (16.56065, 11.68168, 28.75936)  -0.27
H (16.12530, 12.84931, 27.72779)  0.25
C (26.25438, 10.33359, 26.15727)  -0.35
C (27.73050, 10.37675, 26.38932)  -0.78
C (28.06667, 9.01226, 26.97859)  -0.32
O (26.71876, 8.71844, 27.57782)  -0.46
C (25.65829, 9.66277, 27.39303)  0.29
H (25.99901, 9.64399, 25.35270)  0.28
H (25.87986, 11.34802, 26.02022)  0.23
H (28.00011, 11.23543, 27.00420)  0.30
H (28.38261, 10.63676, 25.55551)  0.39
H (28.75324, 9.03909, 27.82476)  0.24
H (28.28145, 8.26870, 26.21106)  0.24
H (25.62074, 10.45412, 28.14166)  0.01
H (24.61750, 9.35117, 27.30495)  -0.05
C (23.65324, 3.57613, 26.52120)  -0.44
C (22.44442, 4.49257, 26.37986)  -0.50
C (22.49538, 5.38496, 27.67595)  -0.04
O (23.50971, 4.70395, 28.47754)  -0.44
C (23.82743, 3.42838, 27.98807)  -0.46
H (24.54473, 4.12808, 26.22336)  0.21
H (23.54212, 2.69983, 25.88258)  0.35
H (21.53573, 3.89075, 26.39491)  0.31
H (22.47736, 5.16616, 25.52354)  0.31
H (21.66868, 5.42242, 28.38536)  0.23
H (22.96804, 6.35927, 27.55182)  -0.06
H (23.25713, 2.63282, 28.46759)  0.25
H (24.81446, 3.15861, 28.36372)  0.28
C (19.57866, 14.37402, 35.73887)  -0.86
C (19.39543, 13.01947, 36.55392)  -0.34
C (18.33614, 12.24655, 35.74863)  0.34
O (18.14385, 12.97076, 34.52419)  -0.17
C (19.24116, 13.86767, 34.32745)  0.24
H (20.57845, 14.78891, 35.86689)  0.43
H (18.78914, 15.03822, 36.09042)  0.30
H (18.95468, 13.01571, 37.55083)  0.42
H (20.27081, 12.37120, 36.51425)  -0.21
H (17.33522, 12.16785, 36.17295)  0.43
H (18.71250, 11.26332, 35.46630)  -0.49
H (18.97370, 14.66983, 33.63962)  -0.04
H (20.06909, 13.40062, 33.79407)  -0.01
C (17.49478, 15.50841, 28.69941)  -0.34
C (17.05558, 15.10885, 30.07896)  0.76
C (18.02634, 15.81001, 31.02912)  0.09
O (19.10102, 16.16078, 30.21157)  -0.42
C (18.72174, 16.37702, 28.88181)  -0.35
H (16.72579, 16.21431, 28.38561)  0.37
H (17.66134, 14.61899, 28.09173)  0.08
H (17.13506, 14.04989, 30.32468)  -0.72
H (16.02239, 15.36681, 30.31150)  0.22
H (18.20373, 15.01340, 31.75163)  -0.47
H (17.68361, 16.75666, 31.44686)  0.34
H (19.50838, 16.28190, 28.13331)  0.23
H (18.39304, 17.41086, 28.77586)  0.27
C (10.84269, 8.74638, 29.68083)  -0.36
O (11.38799, 7.86221, 30.69581)  -0.44
C (12.71410, 8.14784, 31.18628)  -0.13
C (13.72904, 8.01507, 30.02703)  -0.06
O (15.01642, 8.12636, 30.45074)  -0.24
C (15.91603, 8.29724, 29.45368)  -0.51
H (11.08079, 8.29091, 28.71960)  0.29
H (11.21303, 9.77142, 29.69691)  -0.09
H (9.76741, 8.88176, 29.56441)  0.35
H (12.88392, 7.30324, 31.85406)  0.00
H (12.96568, 9.07424, 31.70261)  0.27
H (13.47503, 8.87522, 29.40757)  0.02
H (13.63603, 7.01943, 29.59329)  0.25
H (15.88020, 7.42526, 28.80063)  0.40
H (16.96693, 8.24151, 29.73760)  0.23
H (15.71884, 9.24412, 28.95106)  -0.02
C (15.74301, 10.11942, 34.65991)  -0.09
O (15.67619, 9.76723, 36.05870)  -0.50
C (16.59793, 8.70880, 36.22093)  -0.17
C (16.45196, 7.38447, 35.41702)  -0.55
O (15.10514, 6.86685, 35.41623)  -0.37
C (14.66736, 6.08490, 34.30738)  -0.49
H (16.76459, 10.24764, 34.30211)  -0.12
H (15.20787, 11.04788, 34.46074)  -0.01
H (15.24982, 9.39219, 34.01493)  0.39
H (16.54762, 8.47308, 37.28395)  0.50
H (17.62111, 9.07633, 36.14273)  0.00
H (17.03985, 6.58671, 35.87095)  0.50
H (16.74695, 7.53082, 34.37795)  0.21
H (13.60666, 5.92027, 34.49688)  0.29
H (15.07926, 5.07623, 34.27548)  0.35
H (14.72300, 6.54263, 33.31970)  0.02
C (11.81302, 13.32013, 29.81720)  -0.56
O (11.16014, 14.22825, 30.66852)  -0.47
C (11.67449, 14.12589, 31.98270)  -0.67
C (13.06001, 14.69618, 32.32398)  -0.49
O (14.06229, 14.14302, 31.53823)  -0.12
C (14.65050, 13.00447, 32.13335)  -0.95
H (12.82905, 13.66438, 29.62408)  0.21
H (11.22969, 13.42862, 28.90284)  0.40
H (11.92147, 12.27664, 30.11291)  0.17
H (11.47929, 13.14057, 32.40597)  0.32
H (10.92948, 14.79356, 32.41543)  0.40
H (13.24951, 14.74607, 33.39622)  0.43
H (13.10253, 15.72440, 31.96469)  0.28
H (14.95020, 13.16159, 33.16949)  0.46
H (15.45953, 12.56471, 31.55012)  0.05
H (13.94470, 12.18006, 32.23479)  0.45
C (20.97240, 14.63603, 26.30222)  0.00
O (22.33896, 14.12245, 26.13473)  -0.27
C (22.85571, 14.13013, 24.80232)  -0.52
C (22.34706, 12.96161, 23.91799)  -0.65
O (22.66189, 11.62518, 24.23853)  -0.45
C (22.09468, 11.17321, 25.46536)  -0.32
H (20.26122, 13.95664, 25.83238)  0.29
H (20.90336, 15.65497, 25.92131)  0.44
H (20.66525, 14.64827, 27.34798)  -0.60
H (23.92951, 13.96536, 24.89126)  0.28
H (22.67666, 15.07876, 24.29620)  0.44
H (22.70310, 13.12728, 22.90119)  0.39
H (21.26405, 13.07785, 23.87704)  0.35
H (22.45794, 11.73806, 26.32390)  0.06
H (22.29468, 10.10369, 25.53053)  0.28
H (21.04501, 11.45470, 25.38133)  0.32
C (22.02360, 9.66859, 29.20669)  -0.63
O (21.24896, 10.79688, 28.76731)  -0.32
C (20.86128, 11.73121, 29.75696)  1.02
C (19.41916, 11.59111, 30.31726)  0.54
O (19.29423, 10.34032, 31.00442)  -0.74
C (18.31769, 10.46426, 32.01244)  -0.15
H (23.00581, 9.96972, 29.57093)  0.39
H (22.31563, 9.04991, 28.35811)  0.08
H (21.52508, 8.98353, 29.89247)  0.14
H (20.91475, 12.70080, 29.26185)  -0.20
H (21.51488, 11.74896, 30.62908)  -0.64
H (18.73306, 11.69014, 29.47610)  -0.40
H (19.26869, 12.49805, 30.90286)  0.14
H (18.03503, 9.43820, 32.24784)  0.47
H (17.39859, 10.91144, 31.63378)  0.15
H (18.85421, 10.82412, 32.89036)  -0.07

Its energy is -3403.421655 Eh. The value obtained for the LUMO energy is 0.01872 Eh. As for the energy above the lowest of the compared OMol25 structures with the same formula, charge and spin: 386.00 kJ/mol. The largest force on an atom is 3.5 eV/A. As for the HOMO energy: -9.1269 eV. The calculation puts the frontier orbital gap at 9.6 eV.